[1]
# C4H24AgO10

A structure of composition C4H24AgO10 at a distorted geometry (ωB97M-V with the def2-TZVPD basis set, OMol25).

Geometry as XYZ:
```
39
C4H24AgO10, DFT ωB97M-V with the def2-TZVPD basis set
H 5.93 -3.53 -4.86
H 1.99 -2.89 -6.05
C 2.55 -6.46 -2.75
H 1.28 -2.95 -2.02
C 1.44 -0.83 -5.85
O 4.30 -0.59 -3.74
C 1.56 -6.14 -1.56
H 1.44 0.11 -6.34
O 4.32 -3.02 -1.67
H 4.03 -5.01 -6.66
H 2.86 -5.23 -5.75
H 4.72 -3.73 -1.21
H -0.29 -1.39 -6.34
H 3.37 -7.06 -2.41
H 0.74 -3.05 -3.47
H -0.07 -7.10 -1.20
H 3.81 -0.01 -3.15
O 5.61 -4.95 -3.75
Ag 3.73 -2.88 -4.00
H 2.05 -0.73 -4.90
H 5.15 -0.83 -3.38
O 3.38 -1.63 -6.87
H 0.93 -5.26 -1.68
O 3.60 -4.66 -5.90
C 2.03 -1.96 -6.64
H 2.13 -7.06 -3.55
H 3.63 -2.09 -7.72
H 3.49 -2.88 -1.29
H 1.47 -2.33 -7.49
O 0.13 -1.15 -5.52
O 5.93 -2.72 -5.29
O 2.91 -5.21 -3.19
O 0.79 -7.31 -1.44
H 4.72 -5.27 -3.51
H 2.16 -5.97 -0.62
H 5.93 -4.65 -2.90
H 5.79 -2.97 -6.20
H 2.07 -4.84 -3.48
O 1.51 -2.78 -2.94
```

## Properties
**Total charge**: +1
**HOMO level**: -13.05 eV
**Max |F|**: 0.077 hartree/bohr
**2S+1**: 1
**Molar mass**: 340.1 u

***

[2]
# C17H12Cl2N2O

A cluster of 2 separate species, C17H12Cl2N2O in total at a distorted geometry (ωB97M-V with the def2-TZVPD basis set, OMol25).

Geometry as XYZ:
```
34
C17H12Cl2N2O, DFT ωB97M-V with the def2-TZVPD basis set
C -2.19 3.19 2.92
C -2.68 1.38 -0.54
H 0.31 3.20 3.71
N -2.58 -0.89 0.50
C -4.71 4.80 0.68
H -2.75 1.38 7.19
C -5.92 3.61 2.43
C -0.36 2.80 4.48
H -2.33 2.40 -0.25
Cl -0.07 1.08 8.06
H -1.39 3.28 2.18
H -3.69 2.38 5.15
H -2.08 -2.40 1.99
C -2.49 0.47 0.59
H -6.87 3.33 2.88
H 1.23 2.32 5.85
C -1.76 2.80 4.22
C -3.51 4.43 1.28
C -2.09 1.78 6.42
H -1.53 -0.26 3.56
C -1.88 -0.23 2.54
H -4.71 5.41 -0.22
N -2.08 0.89 1.81
C -5.92 4.36 1.24
H -2.56 4.76 0.85
C -2.18 -1.36 1.72
C -4.72 3.22 3.01
C -2.62 2.33 5.26
O -3.13 1.13 -1.64
Cl -7.40 4.77 0.48
C 0.16 2.30 5.66
C -3.47 3.62 2.46
H -4.76 2.57 3.87
C -0.70 1.75 6.62
```

## Properties
**Energy relative to the best compared isomer or geometry (same formula, charge and spin)**: 95.19 kcal per mole
**Total charge**: 0
**HOMO level**: -7.35 eV
**Max |F|**: 0.039 hartree/bohr
**2S+1**: 1
**Molar mass**: 331.2 u

***

[3]
# C5H4ClNO3S

An isolated molecule of C5H4ClNO3S at a distorted geometry (ωB97M-V with the def2-TZVPD basis set, OMol25).

Geometry as XYZ:
```
15
C5H4ClNO3S, DFT ωB97M-V with the def2-TZVPD basis set
Cl -3.27 -1.02 0.18
C 2.78 -0.46 0.00
C -1.07 0.26 -0.76
N -0.46 0.34 0.37
H -2.89 1.32 -0.01
O -0.67 -0.45 1.58
S 2.72 1.04 -0.65
C -2.66 0.46 -0.63
C 0.51 -0.44 0.99
H 1.90 -1.71 1.72
C 1.74 -0.91 0.99
H -3.30 0.74 -1.57
O 1.69 1.85 -0.06
O -0.50 0.21 -1.84
H 3.51 -1.23 -0.31
```

## Properties
**Energy relative to the best compared isomer or geometry (same formula, charge and spin)**: 81.42 kcal per mole
**Total charge**: 0
**HOMO level**: -9.08 eV
**Max |F|**: 0.125 hartree/bohr
**2S+1**: 1
**Molar mass**: 193.6 u

***

[4]
# C10H32O6

A cluster of 6 separate species, C10H32O6 in total at a distorted geometry (ωB97M-V with the def2-TZVPD basis set, OMol25).

Geometry as XYZ:
```
48
C10H32O6, DFT ωB97M-V with the def2-TZVPD basis set
H -16.69 19.02 16.22
H -15.37 19.16 15.09
H -17.27 19.11 12.50
C -9.71 19.78 14.65
H -17.16 18.59 20.38
C -16.96 17.99 14.32
H -9.90 18.89 14.04
H -13.25 18.73 13.42
H -13.15 13.48 18.53
H -14.83 17.70 20.85
H -16.39 16.30 19.89
H -8.96 21.72 14.12
H -16.64 19.23 18.90
C -14.01 18.18 18.90
H -13.52 17.39 16.26
H -12.95 15.05 19.38
C -16.46 19.13 15.16
H -7.58 19.61 14.80
H -17.13 17.35 12.29
H -18.04 17.84 14.38
H -9.50 20.83 12.75
C -9.76 21.04 13.78
H -8.22 20.43 16.18
H -8.47 18.70 16.03
C -16.72 18.22 12.81
H -15.67 18.37 12.55
H -10.66 21.63 13.90
H -14.69 15.53 18.21
H -13.14 18.01 12.08
H -15.36 16.88 14.60
C -15.16 17.87 19.81
O -13.14 17.66 15.42
O -15.76 16.67 19.26
H -16.86 20.13 14.96
O -10.86 19.75 15.56
H -15.97 19.79 20.49
H -13.20 17.46 18.88
H -12.34 18.15 15.65
O -14.08 15.07 17.60
H -14.40 18.41 17.90
H -12.06 14.72 17.90
C -8.45 19.63 15.47
C -16.25 18.93 19.87
H -11.49 20.40 15.25
O -12.99 18.86 12.50
O -16.32 16.78 14.70
C -13.02 14.56 18.40
H -13.59 19.14 19.22
```

## Properties
**Energy relative to the best compared isomer or geometry (same formula, charge and spin)**: 0.00 kcal per mole
**Total charge**: 0
**HOMO level**: -9.77 eV
**Max |F|**: 0.035 hartree/bohr
**SMILES**: CC(C)O.CC(C)O.CC(C)O.CO.O.O
**2S+1**: 1
**Molar mass**: 248.4 u

***

[5]
# C12H40O8

A cluster of 8 separate species, C12H40O8 in total at a distorted geometry (ωB97M-V with the def2-TZVPD basis set, OMol25).

Geometry as XYZ:
```
60
C12H40O8, DFT ωB97M-V with the def2-TZVPD basis set
H -0.29 -1.56 3.05
H -1.04 0.62 -3.19
O -2.68 1.42 -2.10
H 1.12 0.73 -5.01
H -3.65 -3.79 -2.56
H 0.10 -1.62 0.67
H 1.26 4.14 1.09
C -2.02 -3.40 -1.57
H -0.16 1.37 -0.27
H 2.96 2.60 -0.82
C 2.00 -0.80 0.68
H -2.28 -0.87 2.35
H -0.19 1.91 -5.06
C 3.10 3.55 -1.34
H -2.66 -5.27 -0.45
O 3.29 -1.86 5.33
C -3.26 2.13 -3.09
H 2.09 3.94 -1.43
O -1.05 -2.10 3.29
H -2.20 -2.33 -1.44
H 2.56 0.12 0.81
H -0.54 2.63 2.06
H -0.57 4.36 1.72
H 3.61 3.41 -2.29
C 0.36 1.23 -4.41
H 2.22 -1.22 -0.31
H -1.41 -4.31 0.31
H -0.25 -4.55 -1.92
O 0.29 -0.14 2.09
H 4.12 -0.20 4.46
H 3.89 5.27 -0.75
H -3.02 -2.14 3.29
H -1.29 -0.02 -0.31
H 2.29 -1.59 1.37
O 1.20 3.33 1.60
H -2.74 1.78 -1.22
O -2.72 -3.90 -2.75
H 0.06 -3.08 -1.01
H 3.45 -1.41 3.32
C 3.32 -0.92 4.29
C -2.23 -1.39 3.31
O -0.45 0.24 -3.84
H -2.85 1.89 -4.07
C -0.51 -3.49 -1.84
H 4.23 -2.05 5.39
H 0.58 0.78 2.12
H 0.05 -0.04 -1.26
C 0.00 3.56 2.20
H 0.08 4.00 3.20
H 2.40 -0.36 4.15
C 0.48 -0.61 0.82
H -3.00 -3.63 0.34
H -2.29 -0.71 4.15
O 3.68 4.40 -0.39
H -4.33 1.89 -3.07
H 0.88 1.82 -3.65
H -3.20 3.17 -2.77
H -0.22 -2.94 -2.73
C -2.33 -4.25 -0.27
C -0.24 0.28 -0.26
```

## Properties
**Energy relative to the best compared isomer or geometry (same formula, charge and spin)**: 118.57 kcal per mole
**Total charge**: 0
**HOMO level**: -9.56 eV
**Max |F|**: 0.080 hartree/bohr
**SMILES**: CC(C)O.CC(C)O.CO.CO.CO.CO.CO.CO
**2S+1**: 1
**Molar mass**: 312.4 u

***

Here are the calculated orbital gap numbers, same order: 0.3598; 0.1692; 0.3214; 0.3821; 0.3564 (Ha).